(1)
Computed, not measured: one molecule with the formula C4H6Br2O2, with the ωB97M-V functional and the def2-TZVPD basis.

```
14
Properties=species:S:1:pos:R:3
C 0.990 -0.021 -1.251
C -0.693 2.419 0.463
C 0.701 -1.312 -0.589
C -0.387 -1.242 0.501
O -0.383 3.650 0.580
O -1.595 -0.813 0.016
Br 1.158 1.399 -0.128
Br -0.612 -3.124 1.375
H 0.583 0.059 -2.241
H 1.522 -1.701 0.010
H 0.293 -2.056 -1.277
H 0.148 -0.578 1.205
H 0.518 3.911 0.594
H -2.242 -0.589 0.742
```

Computed properties:
frontier orbital gap (spin up / spin down) = 0.2416 / 0.2501 Eh
HOMO level (spin up / spin down) = -0.258 / -0.263 Ha
E_LUMO (spin up / spin down) = -0.452 / -0.348 eV
energy above the lowest of the compared OMol25 structures with the same formula, charge and spin = 145.9 kcal/mol

These are the Löwdin partial charges, in e, on atoms 1 to 5: atom 1 (C): -0.572, atom 2 (C): -0.167, atom 3 (C): -0.386, atom 4 (C): -0.761, atom 5 (O): -0.046

=====

(2)
Computed, not measured: one molecule with the formula C5H7NO, with the ωB97M-V functional and the def2-TZVPD basis.

```
14
Properties=species:S:1:pos:R:3
C -0.080 -0.188 -1.962
C -0.072 -0.173 -0.467
C -0.938 -0.768 0.368
N -0.711 -0.403 1.747
C 0.736 -0.119 1.693
O 1.548 -0.388 2.520
C 0.779 0.697 0.413
H -0.862 -0.862 -2.327
H 0.874 -0.507 -2.398
H -0.294 0.816 -2.350
H -1.804 -1.367 0.112
H -0.943 0.654 1.750
H 1.716 1.118 0.049
H 0.051 1.489 0.849
```

Computed properties:
frontier orbital gap = 0.3673 Eh
HOMO level = -0.345 Ha
E_LUMO = 0.605 eV
SMILES string = CC1=CNC(=O)C1
energy above the lowest of the compared OMol25 structures with the same formula, charge and spin = 44.6 kcal/mol

These are the Löwdin partial charges, in e, on atoms 1 to 5: atom 1 (C): -0.049, atom 2 (C): -0.285, atom 3 (C): -0.098, atom 4 (N): 0.027, atom 5 (C): -0.451

=====

(3)
Computed, not measured: a 5-piece molecular cluster, C10H20Cl10 overall, with the ωB97M-V functional and the def2-TZVPD basis.

```
40
Properties=species:S:1:pos:R:3
Cl -5.748 2.077 2.533
C -4.324 3.014 2.328
C -3.549 3.234 3.649
Cl -4.456 4.329 4.675
H -4.594 3.979 1.898
H -3.701 2.387 1.690
H -2.541 3.609 3.471
H -3.450 2.304 4.208
Cl 1.587 -6.017 -4.013
C 1.754 -5.044 -2.494
C 1.272 -3.585 -2.612
Cl 1.456 -2.769 -1.014
H 2.739 -5.009 -2.029
H 1.171 -5.575 -1.741
H 0.209 -3.508 -2.843
H 1.984 -3.139 -3.306
Cl 3.727 0.926 4.447
C 1.888 0.975 4.581
C 1.399 1.194 3.169
Cl -0.380 1.661 3.311
H 1.587 1.762 5.272
H 1.532 0.074 5.080
H 1.416 0.340 2.493
H 1.919 2.084 2.815
Cl -2.070 -2.083 0.655
C -1.782 -0.351 0.485
C -1.148 -0.084 -0.882
Cl -1.177 1.603 -1.396
H -1.100 0.085 1.215
H -2.757 0.136 0.528
H -1.703 -0.586 -1.675
H -0.147 -0.504 -0.980
Cl 0.637 -0.735 -4.231
C 2.084 0.080 -3.502
C 2.863 0.671 -4.686
Cl 3.474 -0.420 -5.903
H 2.444 -0.621 -2.749
H 1.630 0.889 -2.929
H 3.689 1.282 -4.322
H 2.167 1.334 -5.199
```

Computed properties:
frontier orbital gap (spin up / spin down) = 0.3482 / 0.0591 Eh
HOMO level (spin up / spin down) = -0.455 / -0.455 Ha
E_LUMO (spin up / spin down) = -2.904 / -10.765 eV
net charge = +1
expectation value of S² = 0.754
energy above the lowest of the compared OMol25 structures with the same formula, charge and spin = 18.8 kcal/mol
2S+1 = 2

These are the Löwdin partial charges, in e, on atoms 1 to 5: atom 1 (Cl): 0.858, atom 2 (C): -0.590, atom 3 (C): -0.602, atom 4 (Cl): 0.815, atom 5 (H): 0.095

=====

(4)
Computed, not measured: C17H29LuN7O7Se as an isolated structure, with the ωB97M-V functional and the def2-TZVPD basis.

```
62
Properties=species:S:1:pos:R:3
Lu 0.358 0.288 0.839
O -0.566 -2.272 -0.210
C 0.177 -2.730 -1.347
C 0.872 -1.553 -2.041
N 1.581 -0.696 -1.075
C 2.593 -1.465 -0.318
C 1.928 -2.152 0.915
O 2.082 -3.343 1.103
O 1.219 -1.364 1.629
C 2.226 0.439 -1.747
C 2.363 1.619 -0.758
O 2.558 2.746 -1.198
O 2.190 1.362 0.477
H -0.400 -2.903 0.505
H -0.519 -3.200 -2.053
H 0.910 -3.477 -1.036
H 0.120 -0.936 -2.544
H 1.557 -1.960 -2.798
H 3.339 -0.771 0.083
H 3.100 -2.206 -0.947
H 1.616 0.792 -2.585
H 3.215 0.182 -2.150
N -1.240 -0.163 2.707
C -2.247 0.896 2.976
C -3.674 0.420 2.714
C -3.920 -0.145 1.309
C -3.314 0.660 0.156
N -1.992 0.133 -0.237
H -1.736 -1.048 2.590
H -0.652 -0.299 3.530
H -2.031 1.764 2.343
H -2.187 1.235 4.016
H -4.336 1.273 2.874
H -3.949 -0.347 3.443
H -5.001 -0.193 1.172
H -3.550 -1.171 1.234
H -3.220 1.714 0.428
H -4.000 0.605 -0.698
H -1.767 0.574 -1.139
H -2.132 -0.853 -0.469
Se 0.652 3.752 0.360
N 0.356 4.736 -1.014
C -0.201 3.984 -1.968
C -0.516 4.356 -3.282
C -1.005 3.380 -4.118
C -1.192 2.077 -3.638
N -0.956 1.697 -2.399
C -0.474 2.633 -1.567
N -0.167 2.355 -0.289
H -0.348 5.367 -3.611
H -1.235 3.596 -5.149
H -1.541 1.294 -4.297
N 3.506 2.190 4.398
C 2.363 2.921 3.863
C 1.493 1.924 3.115
O 1.954 0.701 3.133
O 0.441 2.188 2.553
H 4.384 2.658 4.214
H 2.851 0.758 3.602
H 3.431 2.024 5.396
H 2.659 3.702 3.156
H 1.755 3.409 4.632
```

Computed properties:
frontier orbital gap = 0.2859 Eh
HOMO level = -0.424 Ha
E_LUMO = -3.767 eV
net charge = +1
energy above the lowest of the compared OMol25 structures with the same formula, charge and spin = 26.2 kcal/mol

These are the Löwdin partial charges, in e, on atoms 1 to 5: atom 1 (Lu): 1.740, atom 2 (O): -0.117, atom 3 (C): -0.185, atom 4 (C): -0.144, atom 5 (N): -0.235